(1)
DFT (ωB97M-V with the def2-TZVPD basis set) results for a 7-piece molecular cluster, C18H46BI2N13O10 overall in a non-equilibrium geometry.

The geometry in XYZ format:
```
90
Properties=species:S:1:pos:R:3:lowdin_charge:R:1
C 5.19323 0.07739 0.36628 -0.107
O 4.16281 1.12141 0.47852 -0.082
B 3.52244 1.12580 1.81430 -0.441
O 4.29690 1.74296 2.93575 0.023
C 2.00175 0.52697 2.06181 -0.086
C 2.15216 -1.01925 1.45073 -0.195
O 2.65387 -2.12147 2.01649 0.001
O 1.51118 -0.83226 0.10711 -0.080
C 0.25043 -0.08790 0.43439 -0.252
C -0.97568 -1.01385 1.00514 -0.107
C -1.10041 -2.47117 0.19465 -0.183
C -1.78607 -3.62960 1.17215 -0.189
C -0.59717 -4.11622 2.24054 -0.269
N -0.78743 -3.50264 3.62041 -0.059
C 0.73168 1.25044 1.24844 -0.270
C -0.15155 1.82750 2.50129 -0.650
I 0.91065 3.64543 3.24267 0.883
C -1.66371 2.32963 2.12146 -0.784
C -2.79350 1.28317 2.77376 -0.166
I -1.99880 2.78941 0.01024 0.925
H 6.24536 0.41700 0.75949 0.106
H 5.20580 -0.25041 -0.78109 0.117
H 4.90896 -0.90205 0.96880 0.101
H 4.63187 1.03781 3.56463 0.118
H 1.81418 0.27243 3.21150 0.161
H -0.10867 0.38358 -0.60165 0.129
H -1.98397 -0.43708 0.73122 0.106
H -0.91197 -1.21156 2.16297 0.111
H -0.06229 -2.90230 -0.13336 0.103
H -1.73434 -2.33537 -0.79254 0.119
H -2.68522 -3.10998 1.75808 0.108
H -2.19868 -4.53223 0.53716 0.109
H -0.58999 -5.29661 2.37982 0.093
H 0.45821 -3.82038 1.77389 0.109
H -1.54476 -4.01344 4.15505 0.066
H 0.10417 -3.55223 4.19017 0.073
H 1.33328 2.07945 0.63766 0.152
H -0.20177 1.10199 3.43038 0.104
H -1.83389 3.34986 2.71802 0.044
H -3.46383 1.85100 3.58154 0.096
H -2.26862 0.40292 3.38385 0.084
H -3.46167 0.76810 1.96296 0.066
N 8.09310 -3.69086 0.40780 0.153
C 7.85680 -2.63939 -0.39728 -0.700
N 8.12508 -2.85931 -1.69701 0.152
O 7.43324 -1.57224 0.01793 0.014
H 8.44172 -4.57755 0.08458 0.098
H 7.90423 -3.56744 1.39402 0.115
H 7.96091 -2.09344 -2.33718 0.113
H 8.47431 -3.73108 -2.05781 0.098
N -2.38172 3.99388 -3.37418 0.149
C -3.52923 4.21807 -4.03941 -0.719
N -3.36771 4.60692 -5.31704 0.140
O -4.62799 4.07981 -3.52538 0.034
H -1.46762 4.10224 -3.78028 0.100
H -2.45864 3.69940 -2.40934 -0.045
H -4.20643 4.78611 -5.85349 0.115
H -2.47127 4.72627 -5.75782 0.097
N -5.67038 -6.21751 2.94826 0.151
C -4.38234 -5.83044 2.92183 -0.709
N -3.50389 -6.82618 2.70629 0.160
O -4.03856 -4.66973 3.08053 0.014
H -5.97305 -7.16834 2.81962 0.098
H -6.36416 -5.49867 3.10787 0.114
H -2.52367 -6.57772 2.67888 0.091
H -3.76784 -7.78785 2.57338 0.100
N -1.97434 0.38700 -6.90049 0.142
C -3.15503 0.49363 -7.53623 -0.708
N -3.79894 1.65621 -7.32786 0.159
O -3.60555 -0.39270 -8.24480 0.030
H -1.58677 1.10588 -6.31292 0.088
H -1.45712 -0.47270 -7.03065 0.107
H -4.69154 1.77729 -7.78823 0.115
H -3.44401 2.39771 -6.74792 0.069
N -0.50724 6.82095 5.52586 0.150
C -0.74353 7.87242 4.72078 -0.725
N -0.47526 7.65250 3.42106 0.151
O -1.16709 8.93957 5.13600 0.020
H -0.15861 5.93426 5.20264 0.033
H -0.69611 6.94436 6.51209 0.112
H -0.63942 8.41837 2.78088 0.112
H -0.12603 6.78072 3.06025 0.049
N 1.61794 -0.71353 -3.37456 0.168
C 0.47044 -0.48935 -4.03979 -0.713
N 0.63196 -0.10050 -5.31742 0.155
O -0.62832 -0.62761 -3.52575 0.025
H 2.53204 -0.60518 -3.78066 0.100
H 1.54102 -1.00801 -2.40972 0.093
H -0.20676 0.07869 -5.85386 0.044
H 1.52839 0.01886 -5.75820 0.104
```

The spin multiplicity is 1. The SMILES is COB(O)[C@@H]1C(=O)O[C@@H](CCCCN)[C@H]1[C@@H](I)[C@H](C)I.NC(N)=O.NC(N)=O.NC(N)=O.NC(N)=O.NC(N)=O.NC(N)=O. As for the charge: 0. The calculation puts the lowest unoccupied orbital energy at -0.21 eV. The calculation puts the frontier orbital gap at 0.319 Ha. Its HOMO energy is -8.883 eV.

---

(2)
DFT (ωB97M-V with the def2-TZVPD basis set) results for C18H47Cl4F9N5O8 as an isolated structure in a non-equilibrium geometry.

The geometry in XYZ format:
```
91
Properties=species:S:1:pos:R:3:lowdin_charge:R:1
N -2.58396 -0.28099 -0.96777 0.304
H -2.72697 -0.80599 -0.11687 0.099
H -1.63116 0.04552 -0.89253 -0.022
H -3.21774 0.48777 -1.13341 0.156
H -2.72449 -0.96562 -1.69690 0.157
N -1.85337 1.32492 -2.85914 0.264
H -1.80809 2.06095 -3.54928 0.160
H -1.22137 1.10569 -2.10242 -0.314
H -2.06471 0.47811 -3.36742 0.141
H -2.71742 1.48558 -2.36144 0.117
N -1.50622 -3.13697 -0.87580 0.304
H -1.07162 -2.43517 -0.29383 -0.173
H -1.28266 -2.80636 -1.80360 0.113
H -2.51113 -3.10803 -0.77879 0.133
H -1.14482 -4.06740 -0.72154 0.150
N -1.11182 2.38003 0.05795 0.234
H -0.61206 1.63935 -0.41292 -0.041
H -0.56606 3.01587 0.62185 -0.014
H -1.81177 1.90583 0.61049 0.127
H -1.68819 2.81888 -0.64583 0.074
N -2.53361 -0.73717 1.68380 0.195
H -3.39957 -1.23339 1.83867 0.160
H -2.75997 0.08513 1.14279 0.105
H -1.78472 -1.11287 1.11978 -0.215
H -2.21122 -0.48030 2.60585 0.162
O -0.68479 0.81826 -1.37542 -0.194
C 0.21802 -0.14120 -0.94315 -0.148
C -0.06616 -0.87587 0.43225 -0.151
O -1.17436 -1.72574 0.51516 -0.163
H 1.17097 0.38593 -0.89728 0.069
H 0.25960 -0.96335 -1.65761 0.086
H -0.11337 -0.11312 1.20947 0.049
H 0.86469 -1.38208 0.68792 0.095
C 1.67834 -2.62978 3.15366 -0.004
C 0.24219 -2.26611 2.93703 -0.253
O -0.35673 -3.39657 2.34223 0.061
C -1.72168 -3.45387 2.32677 -0.189
O -2.43002 -2.47600 2.62698 0.058
C -2.32110 -4.89332 1.82382 -0.577
F -1.40503 -5.83945 1.85503 0.213
F -3.24644 -5.34404 2.60915 0.243
F -2.82436 -4.77249 0.61547 0.174
H 2.37927 -1.80443 3.27854 0.090
H 2.03229 -3.06748 2.22026 0.092
H 1.78920 -3.48075 3.82572 0.118
H 0.20710 -1.30857 2.41744 0.037
H -0.20281 -1.94834 3.87995 0.151
C 2.05877 0.30477 2.17586 -0.183
C 0.68895 0.51902 2.87834 -0.158
O 0.51055 1.77876 3.57941 0.100
C -0.01532 2.84472 2.94507 -0.184
O 0.07671 2.97015 1.70713 0.084
C -0.67772 3.92738 3.88392 -0.498
F -1.73004 4.44206 3.19077 0.153
F -1.11419 3.42185 5.05632 0.192
F 0.15556 4.93092 4.05813 0.226
H 2.21972 -0.68287 1.74370 -0.011
H 2.87394 0.39965 2.89320 0.104
H 2.06226 1.00093 1.33714 0.034
H 0.62620 -0.26316 3.63488 0.119
H -0.09715 0.31672 2.15085 0.047
C 1.97672 2.44080 -0.82029 -0.020
C 1.46351 2.46213 -2.25954 -0.115
O 0.92624 3.79666 -2.58782 0.066
C -0.39157 4.11056 -2.40666 -0.183
O -1.17843 3.29635 -1.89713 0.009
C -0.69324 5.61721 -2.71308 -0.512
F 0.34716 6.16696 -3.38737 0.181
F -1.80125 5.72981 -3.49812 0.165
F -0.90249 6.30010 -1.62497 0.232
H 2.53203 1.51894 -0.64735 0.023
H 1.07549 2.53682 -0.21477 0.057
H 2.67498 3.20730 -0.48411 0.128
H 0.73301 1.69686 -2.52191 0.101
H 2.28977 2.39915 -2.96766 0.147
Cl 4.05657 0.18673 0.74460 0.814
C 3.02132 -0.96365 -0.13473 -0.633
C 3.69666 -2.07017 -0.86947 -0.613
Cl 2.52719 -3.34375 -1.33763 0.645
H 2.46728 -0.38107 -0.87076 0.012
H 2.32780 -1.41536 0.57455 0.018
H 4.30353 -2.55717 -0.10615 0.087
H 4.32946 -1.81875 -1.72062 0.010
Cl 3.44753 -1.81634 -3.62714 0.668
C 1.89188 -1.02377 -3.20572 -0.609
C 0.63588 -1.80042 -3.78450 -0.653
Cl 0.75454 -2.33555 -5.49564 0.630
H 1.95319 0.02562 -3.49403 0.071
H 1.92307 -0.93227 -2.12002 -0.032
H -0.27133 -1.23671 -3.56699 0.032
H 0.49472 -2.69275 -3.17464 0.020
```

The spin multiplicity is 1. The value obtained for the relative energy (zero: lowest compared OMol25 entry of this formula, charge and spin) is 490.6 kcal per mole. As for the charge: +3. The calculation puts the lowest unoccupied orbital energy at -9.44 eV. The calculation puts the frontier orbital gap at 0.298 Ha. Its HOMO energy is -17.550 eV.

---

(3)
DFT (ωB97M-V with the def2-TZVPD basis set) results for C18H47N3NbO5 as an isolated structure in a non-equilibrium geometry.

The geometry in XYZ format:
```
74
Properties=species:S:1:pos:R:3:lowdin_charge:R:1
C 2.92385 -0.48682 5.20983 -0.002
C 2.10324 -0.37876 3.94184 -0.503
O 0.99469 0.14576 3.98833 0.026
N 2.60461 -0.87259 2.74553 0.028
C 3.70174 -1.83609 2.76802 -0.209
C 5.14158 -1.34544 3.03862 -0.219
C 5.45938 0.08267 2.60074 -0.337
C 6.05632 0.17027 1.16738 -0.441
Nb 4.58830 1.03447 -0.32977 0.882
H 2.46779 0.17575 5.93302 0.077
H 2.94215 -1.50508 5.58144 0.082
H 3.93762 -0.14821 5.03129 0.064
H 2.71306 -0.15837 2.03113 0.041
H 3.69021 -2.30714 1.78875 0.102
H 3.43557 -2.61393 3.47681 0.107
H 5.82201 -2.04605 2.56350 0.097
H 5.33906 -1.43411 4.10660 0.081
H 6.21153 0.46552 3.29005 0.089
H 4.59547 0.72462 2.72191 0.033
H 6.96087 0.77250 1.20138 0.001
H 6.36366 -0.81613 0.82302 0.010
H 3.83553 2.07711 0.99243 -0.167
H 5.87625 2.28846 -0.76728 -0.194
H 5.17274 -0.13827 -1.63491 -0.194
H 3.23054 -0.17060 0.06005 -0.168
H 3.56691 1.94360 -1.55838 -0.225
C -1.48988 -5.80294 -1.14191 -0.122
O -2.47736 -4.95147 -0.60289 -0.194
C -2.39482 -4.75992 0.80418 -0.223
C -1.92149 -3.36803 1.16210 -0.225
N -0.52281 -3.17066 0.82001 -0.045
C -0.04222 -1.78939 0.94137 -0.193
C -0.70355 -0.71895 0.08590 -0.222
O -0.44188 -0.81441 -1.30182 -0.186
C -1.24928 -1.71932 -2.01873 -0.107
H -1.78098 -6.02891 -2.16680 0.085
H -0.49996 -5.33584 -1.15683 0.079
H -1.42900 -6.74281 -0.58375 0.084
H -1.74646 -5.51606 1.25775 0.118
H -3.40468 -4.89625 1.20310 0.117
H -2.03967 -3.22952 2.24161 0.124
H -2.59016 -2.65406 0.66062 0.104
H -0.36638 -3.48582 -0.12750 0.067
H 1.02077 -1.79581 0.70272 0.099
H -0.11979 -1.48483 1.98798 0.106
H -0.27374 0.23655 0.39675 0.116
H -1.78661 -0.65007 0.25928 0.112
H -2.26153 -1.77811 -1.60764 0.086
H -0.80914 -2.72186 -2.05260 0.072
H -1.31477 -1.35717 -3.04643 0.083
C -1.90464 3.53487 0.10272 -0.112
O -1.49936 3.88230 -1.20440 -0.190
C -1.20572 2.76944 -2.04393 -0.197
C -2.25028 2.60964 -3.12636 -0.210
N -3.53090 2.17062 -2.58353 -0.047
C -4.64678 2.22044 -3.51972 -0.207
C -5.04264 3.56617 -4.11816 -0.234
O -5.61404 4.47570 -3.19750 -0.184
C -4.68947 5.22081 -2.42581 -0.100
H -1.89611 4.44661 0.69842 0.086
H -2.91653 3.11159 0.12816 0.075
H -1.21177 2.82104 0.55617 0.087
H -1.09028 1.85200 -1.46113 0.108
H -0.24577 2.97695 -2.52196 0.129
H -1.89847 1.86419 -3.84576 0.123
H -2.32568 3.57298 -3.64978 0.102
H -3.75699 2.73267 -1.77470 0.068
H -5.52352 1.82297 -3.00174 0.117
H -4.42980 1.53298 -4.34442 0.115
H -5.82308 3.37308 -4.85927 0.117
H -4.21196 4.04269 -4.65247 0.110
H -3.77736 5.44021 -2.98576 0.088
H -4.42776 4.70921 -1.49603 0.073
H -5.17039 6.16337 -2.16082 0.085
```

The spin multiplicity is 1. The value obtained for the relative energy (zero: lowest compared OMol25 entry of this formula, charge and spin) is 47.9 kcal per mole. As for the charge: -1. The calculation puts the lowest unoccupied orbital energy at 2.52 eV. The calculation puts the frontier orbital gap at 0.273 Ha. Its HOMO energy is -4.906 eV.

---

What is the formula in the first record?
C18H46BI2N13O10

---

frontier orbital gap of number 2 (C18H47Cl4F9N5O8)?
0.298 Ha

---

Which of these has the highest frontier orbital gap?
C18H46BI2N13O10

---

lowest unoccupied orbital energy of number 1 (C18H46BI2N13O10)?
-0.21 eV